This record from the OMol25 dataset describes 3 unconnected molecules or ions with the total composition C26H58BNO14P2 in a non-equilibrium geometry. The level of theory is ωB97M-V/def2-TZVPD.

XYZ file:
```
102
Properties=species:S:1:pos:R:3
H -6.5132 -3.1247 -0.6110
N -6.4732 -3.9773 -1.1691
C -6.0829 -4.9448 -0.4607
C -5.9138 -6.3062 -1.0961
C -5.7221 -4.8309 1.0082
C -4.2114 -5.0088 1.2061
O -3.5959 -3.7501 1.0067
C -2.3053 -3.6677 1.5874
C -1.7108 -2.3277 1.1477
O -0.2925 -2.3764 1.2774
C 0.3555 -2.7793 0.0761
C 0.5845 -1.5415 -0.8221
C 0.0245 -1.5527 -2.2276
O 0.2642 -0.6600 -2.9908
O -0.8289 -2.5590 -2.6052
C 1.6038 -3.5951 0.3764
C 2.3197 -3.9974 -0.9171
C 2.5684 -2.9310 1.3635
C 3.3903 -3.9968 2.1396
C 4.8863 -3.6640 2.2328
B -2.2859 -1.0850 1.9709
O -2.4291 0.0947 1.2411
O -2.6258 -1.1500 3.3069
H -5.8696 -7.0680 -0.3167
H -4.9889 -6.3354 -1.6710
H -6.7618 -6.5159 -1.7433
H -5.9272 -3.7958 1.2897
H -6.2943 -5.5211 1.6265
H -3.8205 -5.6959 0.4446
H -3.9720 -5.4439 2.1812
H -2.3948 -3.6571 2.6797
H -1.6588 -4.4911 1.2623
H -2.0429 -2.1741 0.1126
H -0.3420 -3.4465 -0.4457
H 1.6392 -1.2718 -0.8487
H 0.0817 -0.7076 -0.3233
H -0.3641 -3.4036 -2.6405
H 1.2623 -4.5235 0.8491
H 1.6043 -4.4734 -1.5946
H 2.7529 -3.1157 -1.3907
H 3.1179 -4.7102 -0.7160
H 3.2806 -2.2751 0.8546
H 2.0275 -2.3352 2.0990
H 2.9339 -4.1497 3.1167
H 3.3071 -4.9282 1.5741
H 5.3057 -4.1388 3.1227
H 5.4120 -4.1321 1.3998
H 5.0904 -2.5962 2.2763
H -3.3180 0.1565 0.8747
H -3.5634 -1.3330 3.4257
C -1.2072 5.1139 -6.9705
C 0.1890 5.3845 -6.4445
O 0.3232 5.0255 -5.0619
P 0.5580 3.5010 -4.6646
O 1.7964 2.9626 -5.2370
O 0.8389 3.6859 -3.0783
C 1.9307 3.0321 -2.4340
C 3.0699 3.9880 -2.1621
O -0.9364 3.0079 -4.5167
C -1.1707 1.6999 -3.9233
C -1.7546 1.8644 -2.5383
H -1.4171 4.0439 -6.9992
H -1.3157 5.5113 -7.9802
H -1.9538 5.5749 -6.3239
H 0.9400 4.8566 -7.0375
H 0.4115 6.4489 -6.5022
H 2.2727 2.1788 -3.0192
H 1.5416 2.6453 -1.4871
H 3.4382 4.4508 -3.0780
H 3.8983 3.4642 -1.6822
H 2.7383 4.7930 -1.5081
H -0.2524 1.1124 -3.8969
H -1.8755 1.1834 -4.5729
H -0.9930 2.1734 -1.8232
H -2.1785 0.9190 -2.1973
H -2.5311 2.6297 -2.5390
C 0.3593 4.9405 0.5054
C 1.7480 5.1445 1.0834
O 1.8169 4.7367 2.4635
P 1.9572 3.1749 2.7267
O 3.1791 2.6191 2.1317
O 2.2033 3.1632 4.3294
C 3.2436 2.3819 4.9171
C 4.4142 3.2579 5.3063
O 0.4271 2.7779 2.7838
C 0.0664 1.4281 3.1649
C -0.5269 1.4188 4.5555
H 0.1070 3.8805 0.4478
H 0.2988 5.3592 -0.5002
H -0.3894 5.4179 1.1377
H 2.4918 4.5954 0.5063
H 2.0099 6.2009 1.0510
H 3.5613 1.5851 4.2446
H 2.8169 1.9110 5.8066
H 4.7982 3.7944 4.4386
H 5.2200 2.6598 5.7348
H 4.1022 4.0016 6.0406
H 0.9294 0.7597 3.0982
H -0.6725 1.0968 2.4401
H 0.2462 1.5340 5.3144
H -1.0456 0.4774 4.7355
H -1.2267 2.2456 4.6748
```

Computed properties:
structure (SMILES): [H]/N=C(/C)CCOC[C@H](O[C@@H](CC(=O)O)[C@@H](C)CCC)B(O)O.CCOP(=O)(OCC)OCC.CCOP(=O)(OCC)OCC
E_tot: -77317.7817 eV
highest occupied orbital energy: -0.3681 Eh
charge: 0
gap between HOMO and LUMO: 9.93 eV



This record from the OMol25 dataset describes a molecular structure, C3H4CsLiO3 in a non-equilibrium geometry. The level of theory is ωB97M-V/def2-TZVPD.

XYZ file:
```
12
Properties=species:S:1:pos:R:3
H -1.8654 4.5105 -0.0593
O -2.5066 2.6006 -0.0527
O -0.2863 -2.8618 -0.4209
C -1.6313 3.4349 0.0272
C 0.9553 -2.7107 -0.3034
H -0.6032 3.1608 0.3327
Cs -3.1527 -1.0986 -0.1463
Li 3.1205 -2.9222 -0.1626
O 2.7649 -1.1797 0.2141
C 1.3985 -1.2874 0.1186
H 0.8511 -1.0769 1.0801
H 0.9551 -0.5694 -0.6275
```

Computed properties:
E_tot: -10068.0336 eV
highest occupied orbital energy: -0.1786 Eh
charge: 0
gap between HOMO and LUMO: 4.02 eV



This record from the OMol25 dataset describes a molecular structure, C15H20N2OsSeSi. The level of theory is ωB97M-V/def2-TZVPD.

XYZ file:
```
40
Properties=species:S:1:pos:R:3
Os 0.1192 0.2079 -1.4700
C 3.3149 -1.1517 -2.8257
C 3.1035 -1.1130 -1.3468
C 4.0494 -1.5330 -0.4259
C 3.7544 -1.4736 0.9342
C 2.5411 -0.9943 1.3951
C 1.6437 -0.5480 0.4297
N 1.9433 -0.6331 -0.8861
N 0.3659 -0.0348 0.5142
Si -0.1743 1.1134 1.7536
C -0.5138 0.1739 3.3283
C 1.1862 2.3593 2.0140
C -1.7190 1.9456 1.1725
H 4.1583 -0.5179 -3.1030
H 2.4244 -0.8011 -3.3428
H 3.5419 -2.1675 -3.1510
H 5.0030 -1.9051 -0.7724
H 4.4934 -1.8175 1.6475
H 2.2933 -0.9587 2.4453
H 0.3635 -0.3540 3.7083
H -1.3069 -0.5602 3.1704
H -0.8450 0.8638 4.1095
H 2.0977 1.9146 2.4192
H 0.8664 3.1477 2.6992
H 1.4369 2.8256 1.0573
H -2.5289 1.2321 1.0078
H -1.5513 2.4739 0.2324
H -2.0433 2.6711 1.9236
C -4.6300 -0.8463 -1.3625
C -3.6902 -1.5231 -0.5966
C -2.3484 -1.1823 -0.6722
C -1.8914 -0.1602 -1.5220
C -2.8544 0.4986 -2.2973
C -4.1994 0.1610 -2.2107
H -5.6795 -1.1029 -1.3008
H -4.0017 -2.3184 0.0700
H -1.6423 -1.7261 -0.0545
H -2.5552 1.2886 -2.9713
H -4.9155 0.6981 -2.8214
Se 0.3902 1.8477 -2.8989
```

Computed properties:
E_tot: -94551.5883 eV
highest occupied orbital energy (spin up / spin down): -0.2673 / -0.2672 Eh
charge: 0
gap between HOMO and LUMO (spin up / spin down): 6.45 / 6.45 eV



This record from the OMol25 dataset describes a molecular structure, C8H15N3O3Pb in a non-equilibrium geometry. The level of theory is ωB97M-V/def2-TZVPD.

XYZ file:
```
30
Properties=species:S:1:pos:R:3
Pb -0.1394 -0.1103 -0.1038
O -1.3400 -1.8065 -0.7150
C -2.1616 -1.5979 -1.6697
O -0.9770 1.4737 -1.4977
C -1.7902 0.9134 -2.3088
O -2.2494 1.7000 -3.2108
N -2.2791 -0.4035 -2.4195
C -3.0933 0.9721 -4.0946
C -3.3233 -0.3697 -3.4995
H -2.5236 0.9075 -5.0122
H -3.9781 1.5878 -4.1503
H -3.1378 -1.1998 -4.1832
H -4.3116 -0.4604 -3.0373
C -2.9513 -2.7746 -1.8277
C -3.2684 -3.4985 -0.7196
H -3.1022 -3.0151 -2.8666
H -3.0514 -3.1885 0.3073
H -3.8789 -4.3550 -0.9342
N 2.3307 -0.1519 0.0878
C 2.4173 -0.1566 1.5543
C 1.5160 0.8941 2.2730
N 0.0785 0.5951 2.2593
H 2.5685 -0.9854 -0.4624
H 2.5927 0.6788 -0.4532
H 2.1742 -1.1830 1.9035
H 3.4849 0.0671 1.7125
H 1.7257 0.9172 3.3551
H 1.6556 1.9008 1.8247
H -0.2835 -0.2604 2.6914
H -0.6253 1.3350 2.3691
```

Computed properties:
E_tot: -24382.4962 eV
highest occupied orbital energy: -0.5536 Eh
charge: +2
gap between HOMO and LUMO: 7.53 eV



This record from the OMol25 dataset describes a molecular structure, C16H19BN6PtTe in a non-equilibrium geometry. The level of theory is ωB97M-V/def2-TZVPD.

XYZ file:
```
44
Properties=species:S:1:pos:R:3
H 0.6326 -3.1299 0.3314
N 1.4394 -1.4472 -0.6961
B 2.7924 0.1703 -2.1682
N 2.4696 -1.2612 -1.6041
C 3.0654 -2.4563 -1.8026
Pt 0.1328 0.0542 -0.1216
H 3.9074 -2.5416 -2.4811
C 2.4144 -3.4097 -1.0352
H 2.6524 -4.4573 -0.9735
C 1.3993 -2.7512 -0.3467
H 3.7280 0.1902 -2.9086
C -0.9598 1.5983 0.6762
H -1.7329 1.3067 1.3906
H -1.4586 2.1069 -0.1554
H -0.2831 2.3035 1.1680
N 2.9433 1.0385 -0.8846
N 1.4518 0.6401 -2.8230
N 1.9384 1.0619 0.0614
N 0.2869 0.6762 -2.0893
C 3.9463 1.8266 -0.4473
C 1.1604 1.0748 -4.0646
H 4.8266 1.9386 -1.0544
H 1.9424 1.1286 -4.8096
C 3.5905 2.3564 0.7862
C -0.1899 1.3745 -4.1289
C 2.3201 1.8518 1.0803
C -0.7181 1.1131 -2.8710
H 4.1812 3.0160 1.3842
H -0.7246 1.7387 -4.9874
H 1.6855 2.0375 1.9331
H -1.7358 1.2031 -2.4888
H -0.6380 -0.3921 1.3088
Te -1.9432 -1.4259 0.1406
C -3.1448 -1.0357 1.8438
C -2.5496 -1.0867 3.1137
C -3.3339 -0.8307 4.2430
C -4.7042 -0.5712 4.1101
C -5.2904 -0.5421 2.8360
C -4.5159 -0.7612 1.6886
H -1.4870 -1.3281 3.2012
H -2.8660 -0.8615 5.2288
H -5.3141 -0.4149 4.9999
H -6.3628 -0.3681 2.7301
H -4.9542 -0.7341 0.6858
```

Computed properties:
⟨S²⟩: 2.0166
spin multiplicity: 3
E_tot: -37054.7301 eV
highest occupied orbital energy (spin up / spin down): -0.1622 / -0.2937 Eh
charge: 0
gap between HOMO and LUMO (spin up / spin down): 5.05 / 6.33 eV